(1)
One molecule with the formula C2H5N3OS2 in a non-equilibrium geometry. Source: the OMol25 dataset; level of theory: ωB97M-V with the def2-TZVPD basis set.

Summary:
Net charge: 0
E (hartree): -1114.910937
Lowest unoccupied orbital energy (eV): -0.702
HOMO-LUMO gap (Ha): 0.29734
SMILES: NC(=S)/C(=N\S)NO

Each line ends with the Mulliken charge.
Atoms and positions in Å:
S (-2.2063, 0.9637, -0.9188)  -0.072
S (-0.5786, -2.0971, 0.2255)  -0.239
O (2.7846, 0.9033, -0.5567)  -0.449
N (-0.5774, 1.0230, -0.7959)  -0.472
N (1.4848, 1.2407, 0.1487)  -0.304
N (1.1835, -0.5609, 1.7592)  -0.449
C (0.2181, -0.8390, 0.6958)  -0.140
C (0.3640, 0.3889, -0.1610)  0.713
H (1.4059, 0.3042, 2.0519)  0.305
H (3.3038, 0.4763, 0.3394)  0.357
H (-2.7098, 0.0019, 0.1933)  0.129
H (1.0644, 2.0721, -0.6124)  0.393
H (1.0877, -1.1660, 2.5799)  0.229


(2)
A 2-piece molecular cluster, C2H5N3S overall in a non-equilibrium geometry. Source: the OMol25 dataset; level of theory: ωB97M-V with the def2-TZVPD basis set.

Summary:
Net charge: 0
E (hartree): -641.498460
Lowest unoccupied orbital energy (eV): -0.080
HOMO-LUMO gap (Ha): 0.33012

Each line ends with the Mulliken charge.
Atoms and positions in Å:
S (-0.7605, 0.5715, -0.1010)  -0.034
N (1.5779, -0.4507, 0.8908)  -0.732
N (0.2330, 0.1031, -1.3311)  -0.326
N (-0.4072, -0.4568, 2.2251)  -0.605
C (0.1483, -0.1539, 1.1557)  0.485
C (-0.2446, 0.0734, -2.5794)  -0.277
H (1.4522, -1.9929, 0.9526)  0.286
H (1.5716, -0.5959, -0.1065)  0.398
H (0.5893, -0.3855, -3.2082)  0.218
H (0.4168, -0.5891, 2.9746)  0.311
H (-1.1098, 0.5330, -2.9490)  0.278


(3)
A 2-piece molecular cluster, C2H5N3S overall in a non-equilibrium geometry. Source: the OMol25 dataset; level of theory: ωB97M-V with the def2-TZVPD basis set.

Summary:
Net charge: 0
E (hartree): -641.484257
Lowest unoccupied orbital energy (alpha / beta) (eV): -0.211 / -0.213
HOMO-LUMO gap (alpha / beta) (Ha): 0.27012 / 0.28000

Each line ends with the Mulliken charge.
Atoms and positions in Å:
S (-2.4299, 0.6610, -0.0801)  0.101
N (-2.1019, -0.9739, -0.1119)  -0.204
N (-0.7854, 1.0007, 0.0918)  -0.163
N (-0.9031, -1.2380, -0.1330)  -0.104
C (1.4203, -0.2799, 0.3544)  -1.075
C (-0.0413, -0.1734, -0.1339)  0.094
H (1.5518, 0.0844, 1.4467)  0.311
H (1.7203, -1.2637, 0.2697)  0.358
H (-0.3829, 1.8615, 0.6120)  0.285
H (1.9524, 0.4124, -0.2475)  0.299
H (-0.0003, -0.0910, -2.0683)  0.098


(4)
One molecule with the formula C2H5N3S in a non-equilibrium geometry. Source: the OMol25 dataset; level of theory: ωB97M-V with the def2-TZVPD basis set.

Summary:
Net charge: 0
E (hartree): -641.604910
Lowest unoccupied orbital energy (eV): 0.031
HOMO-LUMO gap (Ha): 0.32791
SMILES: [H]/N=C\N(N)C=S

Each line ends with the Mulliken charge.
Atoms and positions in Å:
S (1.7743, -0.3289, 2.0641)  -0.381
N (0.1007, -0.1665, 0.0334)  0.218
N (-0.0869, 1.9651, -1.0820)  -0.596
N (-1.0320, -0.5988, -0.7479)  -0.709
C (0.4601, 1.2292, -0.2129)  -0.068
C (0.6267, -0.8535, 1.0878)  -0.009
H (0.2690, -1.8435, 1.2005)  0.343
H (1.2599, 1.5129, 0.4215)  0.348
H (-1.7361, -0.9345, -0.0970)  0.252
H (-0.8988, 1.4647, -1.4521)  0.341
H (-0.7369, -1.4461, -1.2155)  0.261